Computed, not measured: a cluster of 6 separate species, C28H72N4O9 in total in a non-equilibrium geometry, with ωB97M-V/def2-TZVPD.

Each line ends with the Mulliken charge.
Geometry (Å):
C 3.480 -6.532 0.160  -1.4070
C 3.285 -5.203 -0.580  0.6958
C 3.157 -5.444 -2.120  -1.2985
O 2.154 -4.560 -0.066  -0.5401
H 3.824 -6.289 1.165  0.3799
H 4.233 -7.193 -0.267  0.3712
H 2.621 -7.203 0.175  0.3611
H 4.124 -4.533 -0.389  0.1273
H 3.994 -6.042 -2.478  0.3609
H 3.112 -4.523 -2.701  0.2955
H 2.266 -6.033 -2.339  0.3432
H 2.146 -4.717 0.881  0.3084
C 2.476 0.728 -1.874  -1.1773
C 0.985 0.859 -2.080  0.3570
C 0.539 0.328 -3.423  -1.1874
O 0.300 0.146 -1.115  -0.5452
H 2.808 -0.309 -1.915  0.2956
H 2.781 1.081 -0.889  0.3213
H 3.037 1.274 -2.634  0.3471
H 0.760 1.926 -2.092  0.2919
H 0.826 1.021 -4.214  0.3542
H -0.546 0.293 -3.523  0.3354
H 0.870 -0.689 -3.636  0.2649
H 0.654 -0.746 -1.099  0.3425
C 0.698 -4.185 9.567  -0.7583
O 0.904 -4.327 8.151  -0.3396
C 0.096 -3.433 7.443  -0.4140
C 0.352 -3.653 5.926  -0.8824
N 1.754 -3.405 5.543  -0.3591
C 2.071 -1.975 5.657  -0.5460
C 3.564 -1.763 5.206  -0.6476
O 4.401 -2.503 6.039  -0.2925
C 5.788 -2.387 5.625  -0.6950
H 1.649 -4.280 10.093  0.2568
H -0.029 -4.950 9.838  0.2655
H 0.247 -3.234 9.850  0.3434
H 0.230 -2.405 7.778  0.3630
H -0.947 -3.628 7.691  0.4531
H -0.340 -3.064 5.324  0.4103
H 0.176 -4.681 5.610  0.3224
H 2.222 -3.862 6.313  0.2798
H 2.036 -1.662 6.700  0.2234
H 1.332 -1.362 5.143  0.4169
H 3.755 -0.739 5.527  0.3387
H 3.774 -1.912 4.147  0.4679
H 5.854 -2.340 4.538  0.2864
H 6.284 -3.213 6.135  0.2232
H 6.120 -1.416 5.992  0.2851
C 4.702 5.046 4.881  -0.7790
O 4.139 5.247 3.561  -0.2565
C 2.721 5.584 3.605  -0.8127
C 2.063 5.478 2.217  -0.5778
N 2.081 6.743 1.506  -0.4884
C 3.471 7.142 1.269  -0.8446
C 4.265 6.321 0.185  -0.5101
O 3.602 6.450 -1.065  -0.3287
C 4.454 6.069 -2.138  -0.7443
H 4.289 5.828 5.517  0.3211
H 5.787 5.107 4.968  0.2469
H 4.350 4.107 5.310  0.2767
H 2.613 6.586 4.020  0.4182
H 2.183 4.928 4.289  0.5205
H 1.044 5.101 2.312  0.4556
H 2.458 4.689 1.578  0.3291
H 1.728 6.504 0.590  0.3258
H 4.063 7.195 2.183  0.3807
H 3.431 8.114 0.778  0.4074
H 4.318 5.296 0.553  0.3607
H 5.199 6.855 0.013  0.4441
H 3.937 6.192 -3.090  0.2587
H 4.727 5.024 -1.991  0.2913
H 5.284 6.774 -2.184  0.3058
C -8.210 -0.652 -1.680  -0.7760
O -9.633 -0.761 -1.895  -0.3433
C -10.142 -2.089 -1.509  -0.4063
C -11.629 -1.983 -1.687  -0.9222
N -12.229 -1.090 -0.701  -0.3737
C -12.371 -1.648 0.659  -0.5864
C -12.667 -0.463 1.624  -0.4979
O -11.724 0.624 1.524  -0.2988
C -11.522 1.232 2.779  -0.6979
H -7.547 -1.240 -2.315  0.3079
H -7.983 -0.886 -0.639  0.3005
H -7.808 0.345 -1.860  0.2733
H -9.859 -2.377 -0.497  0.3153
H -9.727 -2.855 -2.165  0.4781
H -12.131 -2.946 -1.783  0.4223
H -11.810 -1.577 -2.682  0.2993
H -11.509 -0.382 -0.710  0.3439
H -11.520 -2.258 0.963  0.3054
H -13.181 -2.377 0.688  0.3407
H -12.616 -0.848 2.643  0.3906
H -13.696 -0.144 1.458  0.2865
H -10.611 1.832 2.774  0.2421
H -11.464 0.493 3.579  0.3264
H -12.342 1.920 2.989  0.2701
C 6.059 1.191 -9.559  -1.3594
C 4.570 1.536 -9.875  0.4885
C 3.648 0.410 -9.270  -0.6496
O 3.879 -0.808 -9.994  -0.3248
C 2.735 -1.641 -9.815  -0.7792
N 4.409 2.793 -9.243  -0.7865
H 6.209 0.112 -9.610  0.3164
H 6.361 1.505 -8.560  0.3727
H 6.718 1.740 -10.231  0.3556
H 4.387 1.682 -10.939  0.3396
H 2.624 0.781 -9.310  0.3419
H 3.927 0.251 -8.228  0.2674
H 1.907 -1.360 -10.465  0.2938
H 2.328 -1.591 -8.805  0.3195
H 2.990 -2.691 -9.958  0.2737
H 4.896 3.481 -9.800  0.2838
H 3.494 3.098 -9.543  0.2468

ΔE to the lowest compared entry with this formula, charge and spin, kJ/mol: 159.9
SMILES: COC[C@H](C)N.COCCNCCOC.COCCNCCOC.COCCNCCOC.CC(C)O.CC(C)O
2S+1: 1
Calculated total energy, Ha: -2005.9225
E_HOMO, eV: -8.7
E_LUMO, eV: 0.4447
Orbital gap, eV: 9.16

=====

Computed, not measured: a structure of composition C28H73O31S9V in a non-equilibrium geometry, with ωB97M-V/def2-TZVPD.

Each line ends with the Mulliken spin population.
Geometry (Å):
O 13.012 -26.467 -3.008  -0.3887
V 12.924 -26.734 -1.427  1.2904
O 13.147 -27.478 2.511  -0.0014
C 13.015 -27.276 1.180  -0.0234
O 12.860 -28.145 0.288  0.0125
O 13.009 -26.099 0.766  0.0213
H 13.322 -26.571 2.773  0.0002
O 9.657 -28.156 8.999  0.0000
S 11.090 -27.929 9.293  0.0000
O 11.623 -28.377 10.592  0.0000
O 12.070 -28.698 8.147  0.0000
C 11.566 -28.638 6.811  0.0000
C 12.677 -28.516 5.803  0.0000
C 11.545 -26.176 9.007  0.0000
H 10.733 -27.973 6.586  0.0000
H 11.209 -29.629 6.529  0.0000
H 13.423 -29.307 5.880  0.0000
H 13.046 -27.493 5.886  0.0000
H 12.261 -28.659 4.806  0.0001
H 12.461 -26.191 8.417  0.0000
H 11.722 -25.721 9.981  0.0000
H 10.841 -25.567 8.439  0.0000
O 17.563 -23.531 3.330  0.0000
S 17.502 -24.583 4.343  0.0000
O 16.887 -24.239 5.648  0.0000
O 16.811 -25.922 3.717  -0.0001
C 16.321 -26.965 4.498  0.0002
C 16.491 -28.200 3.668  -0.0003
C 19.235 -25.316 4.541  0.0000
H 15.335 -26.731 4.900  -0.0002
H 16.980 -27.010 5.365  0.0000
H 15.977 -28.996 4.206  0.0001
H 17.562 -28.363 3.549  0.0000
H 16.187 -28.128 2.624  0.0002
H 19.754 -24.556 5.125  0.0000
H 19.710 -25.306 3.560  0.0000
H 19.230 -26.305 5.000  0.0000
O 11.854 -24.579 -1.527  0.0048
S 11.074 -23.354 -1.313  0.0005
O 11.745 -22.077 -1.221  -0.0001
O 9.915 -23.243 -2.477  0.0012
C 9.050 -22.120 -2.559  0.0000
C 7.638 -22.626 -2.349  -0.0001
C 9.892 -23.614 0.102  -0.0008
H 9.110 -21.676 -3.553  0.0000
H 9.436 -21.315 -1.934  0.0001
H 6.944 -21.786 -2.380  0.0000
H 7.527 -23.186 -1.420  0.0000
H 7.516 -23.361 -3.144  0.0000
H 10.441 -24.045 0.939  0.0009
H 9.078 -24.210 -0.311  -0.0002
H 9.447 -22.658 0.378  0.0000
O 15.770 -30.149 -1.316  0.0002
S 16.100 -28.757 -1.587  0.0116
O 15.020 -27.732 -1.594  0.0153
O 17.225 -28.222 -0.526  -0.0004
C 17.759 -26.911 -0.662  0.0006
C 18.854 -26.760 0.399  -0.0002
C 16.991 -28.603 -3.213  0.0013
H 16.892 -26.261 -0.542  -0.0004
H 18.146 -26.713 -1.662  0.0002
H 19.722 -27.358 0.121  0.0000
H 18.363 -27.073 1.320  0.0000
H 19.162 -25.715 0.358  0.0000
H 17.917 -29.157 -3.065  0.0003
H 17.210 -27.566 -3.467  0.0002
H 16.336 -28.914 -4.028  -0.0001
O 14.049 -30.279 -4.051  0.0006
S 12.871 -30.258 -3.205  0.0020
O 12.517 -29.015 -2.491  0.0054
O 11.554 -30.780 -4.041  0.0003
C 11.849 -31.666 -5.087  0.0002
C 11.768 -30.919 -6.404  0.0000
C 12.900 -31.547 -2.008  0.0003
H 11.096 -32.454 -5.083  0.0001
H 12.792 -32.211 -5.049  0.0000
H 10.739 -30.603 -6.575  0.0000
H 12.144 -31.567 -7.196  0.0000
H 12.534 -30.147 -6.326  0.0000
H 13.674 -31.382 -1.258  0.0000
H 13.001 -32.444 -2.619  0.0001
H 11.992 -31.580 -1.406  -0.0002
O 14.671 -33.235 0.290  0.0000
S 14.391 -32.908 1.716  0.0000
O 13.927 -33.943 2.631  0.0000
O 15.813 -32.185 2.395  0.0000
C 16.651 -31.379 1.512  -0.0001
C 18.024 -31.258 2.198  0.0000
C 13.383 -31.351 1.816  -0.0005
H 16.256 -30.369 1.405  0.0001
H 16.855 -31.651 0.477  0.0000
H 18.718 -30.568 1.720  0.0000
H 18.494 -32.239 2.269  0.0000
H 17.863 -30.923 3.223  0.0000
H 12.405 -31.696 1.479  0.0000
H 13.765 -30.536 1.203  0.0008
H 13.382 -30.999 2.848  0.0000
O 13.274 -25.178 6.246  0.0000
S 12.635 -24.875 4.952  -0.0003
O 13.324 -25.029 3.630  0.0013
O 11.125 -25.710 4.894  0.0001
C 10.371 -25.722 3.694  -0.0003
C 9.961 -27.199 3.572  -0.0002
C 11.927 -23.187 5.119  0.0000
H 10.905 -25.411 2.796  0.0004
H 9.570 -24.985 3.748  0.0000
H 9.422 -27.489 4.474  0.0000
H 10.895 -27.754 3.492  0.0001
H 9.418 -27.378 2.644  0.0000
H 11.447 -22.929 4.175  0.0000
H 12.863 -22.638 5.213  0.0000
H 11.249 -23.026 5.957  0.0000
O 14.840 -22.569 -1.693  -0.0004
S 15.269 -23.859 -1.153  0.0071
O 14.533 -25.067 -1.512  0.0019
O 16.876 -24.049 -1.562  0.0011
C 17.594 -22.851 -1.677  0.0001
C 19.067 -23.273 -1.724  0.0001
C 15.423 -23.761 0.654  -0.0003
H 17.365 -22.144 -0.881  0.0000
H 17.318 -22.303 -2.578  0.0000
H 19.440 -23.724 -0.804  0.0000
H 19.648 -22.438 -2.114  0.0000
H 19.023 -24.072 -2.465  0.0000
H 15.841 -24.690 1.040  -0.0005
H 14.465 -23.664 1.164  0.0006
H 15.997 -22.860 0.870  0.0000
O 10.830 -27.194 -1.610  0.0268
S 9.475 -27.791 -1.753  0.0045
O 8.295 -26.928 -1.655  -0.0003
O 9.406 -28.624 -3.165  0.0015
C 8.183 -29.211 -3.602  0.0003
C 8.492 -30.004 -4.855  0.0000
C 9.276 -29.201 -0.560  0.0016
H 7.452 -28.470 -3.928  0.0000
H 7.698 -29.881 -2.892  0.0000
H 9.114 -30.861 -4.594  0.0001
H 8.926 -29.402 -5.653  0.0000
H 7.509 -30.341 -5.184  0.0000
H 9.271 -28.702 0.409  0.0002
H 10.101 -29.893 -0.727  -0.0004
H 8.306 -29.664 -0.742  -0.0001

2S+1: 2
⟨S²⟩: 0.82
Calculated total energy, Ha: -7970.3983
Total charge: +1
E_HOMO (alpha / beta), eV: -12.3 / -12.3
E_LUMO (alpha / beta), eV: -3.1452 / -2.5322
Orbital gap (alpha / beta), eV: 9.18 / 9.80